No. 1
The ion C15H15ClN3O3 with charge +1. Source: OMol25; level of theory: the ωB97M-V functional and the def2-TZVPD basis.

Total charge: +1
SMILES: CN(Cc1cc([N+](=O)[O-])ccc1Cl)C(=O)C[n+]1ccccc1
HOMO energy, eV: -12.2
Energy above the lowest of the compared OMol25 structures with the same formula, charge and spin, kJ/mol: 86.57
LUMO level, eV: -4.14
Multiplicity: 1
Frontier orbital gap, eV: 8.09

Last column: natural (NBO) charge in e.
Geometry (Å):
1 C -0.7282 -3.3252 -0.6542  -0.418
2 N -0.4509 -1.9153 -0.8149  -0.407
3 C 0.7451 -1.4838 -1.5428  -0.234
4 C 1.6695 -0.6661 -0.6760  -0.077
5 C 1.7984 0.6971 -0.8868  -0.158
6 C 2.6353 1.4535 -0.0800  0.079
7 N 2.7223 2.8839 -0.3010  0.518
8 O 3.4389 3.5151 0.4390  -0.359
9 O 2.0598 3.3460 -1.2013  -0.370
10 C 3.3743 0.8700 0.9407  -0.181
11 C 3.2566 -0.4881 1.1578  -0.228
12 C 2.4044 -1.2445 0.3618  -0.003
13 Cl 2.2758 -2.9342 0.6785  0.022
14 C -1.2570 -0.9517 -0.3786  0.676
15 O -1.0620 0.2404 -0.5121  -0.616
16 C -2.5505 -1.4121 0.3796  -0.320
17 N -3.4038 -0.2590 0.4635  -0.265
18 C -4.5407 -0.1846 -0.2442  0.089
19 C -5.2601 0.9857 -0.3131  -0.227
20 C -4.7780 2.1206 0.3336  -0.084
21 C -3.5992 2.0263 1.0553  -0.215
22 C -2.9272 0.8190 1.1034  0.137
23 H 0.1479 -3.8961 -0.9471  0.244
24 H -0.9487 -3.5693 0.3849  0.211
25 H -1.5628 -3.6397 -1.2861  0.202
26 H 0.4343 -0.8720 -2.3943  0.230
27 H 1.2605 -2.3719 -1.9063  0.235
28 H 1.2397 1.1914 -1.6669  0.258
29 H 4.0243 1.4824 1.5467  0.262
30 H 3.8213 -0.9659 1.9427  0.243
31 H -3.0534 -2.2228 -0.1464  0.246
32 H -2.2550 -1.7478 1.3771  0.253
33 H -4.8679 -1.0791 -0.7535  0.238
34 H -6.1776 1.0154 -0.8784  0.258
35 H -5.3154 3.0538 0.2745  0.252
36 H -3.1916 2.8796 1.5728  0.258
37 H -2.0222 0.7036 1.6783  0.251

No. 2
A structure of composition C15H15F5N2SSiTl. Source: OMol25; level of theory: the ωB97M-V functional and the def2-TZVPD basis.

Total charge: +1
HOMO energy (spin up / spin down), eV: -12.1 / -11.8
Energy above the lowest of the compared OMol25 structures with the same formula, charge and spin, kJ/mol: 17.54
LUMO level (spin up / spin down), eV: -5.25 / -5.72
Multiplicity: 1
Frontier orbital gap (spin up / spin down), eV: 6.85 / 6.13

Last column: natural (NBO) charge in e.
Geometry (Å):
1 Tl 0.3190 11.0985 12.5440  0.864
2 F 4.1996 11.5527 6.0721  -0.244
3 C 3.2281 11.1220 6.8240  0.379
4 C 2.6883 11.8905 7.8039  0.239
5 F 3.1241 13.1376 7.9902  -0.269
6 C 1.7942 11.2934 8.7044  0.397
7 F 1.4875 12.1142 9.7250  -0.293
8 C 1.3672 9.9757 8.6165  -0.368
9 S 0.3534 9.2641 9.8005  0.126
10 C 1.7432 9.2937 7.3981  0.357
11 F 1.2442 8.1041 7.1638  -0.262
12 C 2.6670 9.7912 6.5806  0.263
13 F 3.1092 9.1924 5.4604  -0.270
14 C 4.5552 9.8871 10.6867  -0.677
15 C 4.4409 10.4981 12.1218  0.290
16 C 5.7144 10.6230 12.8155  -0.156
17 C 5.6762 11.0491 14.1077  -0.210
18 C 4.5062 11.3903 14.7453  -0.155
19 C 3.2561 11.3233 13.9522  0.357
20 N 3.3481 10.9392 12.6093  -0.502
21 N 2.0746 11.4464 14.4302  -0.881
22 Si 1.5208 12.2049 16.0272  1.791
23 C 1.6849 11.1053 17.5090  -1.152
24 C -0.2364 12.3906 15.7085  -1.166
25 C 2.4741 13.7921 16.2539  -1.171
26 H 5.3117 10.4883 10.0438  0.243
27 H 3.5582 9.7984 10.2413  0.223
28 H 4.9102 8.8101 10.5829  0.254
29 H 6.6265 10.3409 12.3705  0.230
30 H 6.6346 11.1138 14.6261  0.238
31 H 4.4128 11.8304 15.7135  0.230
32 H 2.6700 10.8237 17.9610  0.260
33 H 1.1800 10.1647 17.2951  0.245
34 H 1.0766 11.5396 18.3224  0.258
35 H -0.5975 11.4078 15.3715  0.237
36 H -0.4815 13.1947 15.0251  0.252
37 H -0.7761 12.5843 16.6194  0.268
38 H 3.3491 13.9777 16.9154  0.268
39 H 1.7207 14.5649 16.6210  0.260
40 H 2.8143 14.1768 15.3049  0.245

No. 3
An isolated molecule of C15H15FN2O5S. Source: OMol25; level of theory: the ωB97M-V functional and the def2-TZVPD basis.

SMILES: COCCNC(=O)c1onc(CSc2ccccc2F)c1C(=O)O
HOMO energy, eV: -8.9
Energy above the lowest of the compared OMol25 structures with the same formula, charge and spin, kJ/mol: 0.00
LUMO level, eV: -0.45
Multiplicity: 1
Frontier orbital gap, eV: 8.47

Last column: natural (NBO) charge in e.
Geometry (Å):
1 C -6.9723 -0.1233 -0.6120  -0.246
2 O -5.9147 -0.2730 0.3022  -0.536
3 C -4.7070 0.2792 -0.1539  -0.061
4 C -3.6366 -0.0125 0.9026  -0.245
5 N -2.3945 0.6564 0.6050  -0.571
6 C -1.3159 0.0147 0.1406  0.644
7 O -1.2617 -1.1981 -0.0327  -0.635
8 C -0.1536 0.8894 -0.1210  0.216
9 O -0.2545 2.1903 0.2131  -0.271
10 N 0.9094 2.8153 -0.0522  -0.094
11 C 1.7396 1.9386 -0.5515  0.165
12 C 3.1424 2.2869 -0.8420  -0.561
13 S 4.1165 2.0601 0.7077  0.257
14 C 4.0687 0.2762 0.7634  -0.272
15 C 3.1209 -0.3707 1.5415  -0.197
16 C 3.0342 -1.7519 1.5320  -0.236
17 C 3.8971 -2.4948 0.7437  -0.173
18 C 4.8584 -1.8638 -0.0251  -0.265
19 C 4.9380 -0.4834 -0.0081  0.419
20 F 5.8681 0.1255 -0.7582  -0.315
21 C 1.1062 0.6502 -0.6344  -0.226
22 C 1.7122 -0.5672 -1.2517  0.795
23 O 2.7433 -0.4868 -1.8712  -0.589
24 O 1.0754 -1.7103 -1.1081  -0.676
25 H -7.1807 0.9354 -0.8095  0.166
26 H -6.7497 -0.6224 -1.5626  0.168
27 H -7.8429 -0.5860 -0.1534  0.199
28 H -4.8124 1.3688 -0.2950  0.157
29 H -4.4156 -0.1635 -1.1191  0.171
30 H -4.0079 0.3148 1.8764  0.211
31 H -3.4418 -1.0858 0.9362  0.238
32 H -2.3587 1.6613 0.6986  0.418
33 H 3.2391 3.3422 -1.0852  0.253
34 H 3.5695 1.6483 -1.6119  0.276
35 H 2.4552 0.2217 2.1522  0.226
36 H 2.2841 -2.2461 2.1303  0.219
37 H 3.8181 -3.5704 0.7227  0.220
38 H 5.5378 -2.4206 -0.6501  0.233
39 H 0.1863 -1.6449 -0.6593  0.515

No. 4
A structure of composition C15H15I2N3. Source: OMol25; level of theory: the ωB97M-V functional and the def2-TZVPD basis.

Total charge: +2
HOMO energy, eV: -14.3
LUMO level, eV: -7.53
Multiplicity: 1
Frontier orbital gap, eV: 6.72

Last column: natural (NBO) charge in e.
Geometry (Å):
1 C -4.3500 0.2345 3.2331  -0.683
2 C -3.3862 0.3331 4.3893  -0.133
3 I -4.3300 0.5527 6.2342  0.318
4 C -2.0646 0.2183 4.2666  -0.134
5 I -0.7118 0.1847 5.8730  0.282
6 N -1.4451 0.0885 2.9693  -0.301
7 C -1.4441 1.1152 2.0992  0.117
8 C -0.8202 1.0182 0.8732  -0.208
9 C -0.1585 -0.1551 0.5323  0.042
10 C 0.5667 -0.3030 -0.7512  0.033
11 C -0.0675 -0.2679 -1.9810  -0.199
12 C 0.6915 -0.3965 -3.1335  0.130
13 N 2.0130 -0.5539 -3.0835  -0.233
14 C 2.8189 -0.6345 -4.3215  -0.277
15 C 3.6650 0.6250 -4.4384  0.098
16 N 3.1477 1.7012 -4.0470  -0.584
17 C 2.6521 -0.5951 -1.8993  0.114
18 C 1.9479 -0.4782 -0.7187  -0.200
19 C -0.1686 -1.2089 1.4436  -0.217
20 C -0.8147 -1.0557 2.6516  0.131
21 H -4.6366 -0.8067 3.1088  0.257
22 H -3.9789 0.6560 2.3097  0.211
23 H -5.2590 0.7606 3.4935  0.264
24 H -1.9331 2.0177 2.4176  0.263
25 H -0.8251 1.8529 0.1938  0.264
26 H -1.1338 -0.1481 -2.0496  0.262
27 H 0.2313 -0.3537 -4.1054  0.255
28 H 3.4675 -1.4994 -4.2411  0.246
29 H 2.1584 -0.7290 -5.1726  0.258
30 H 4.6689 0.5526 -4.8425  0.206
31 H 3.7882 2.4820 -4.1870  0.375
32 H 3.7205 -0.7163 -1.9114  0.254
33 H 2.4846 -0.5088 0.2139  0.261
34 H 0.3313 -2.1306 1.2055  0.262
35 H -0.8256 -1.8520 3.3754  0.265

No. 5
An isolated molecule of C15H15N3O3S2. Source: OMol25; level of theory: the ωB97M-V functional and the def2-TZVPD basis.

SMILES: Cc1ccc(NS(=O)(=O)c2c(C)nc3sccn3c2=O)cc1C
HOMO energy, eV: -8.4
Energy above the lowest of the compared OMol25 structures with the same formula, charge and spin, kJ/mol: 89.93
LUMO level, eV: -0.09
Multiplicity: 1
Frontier orbital gap, eV: 8.30

Last column: natural (NBO) charge in e.
Geometry (Å):
1 C -0.7962 -3.8512 -0.0213  -0.628
2 C -1.1257 -2.4276 -0.3550  -0.060
3 C -1.1314 -1.9970 -1.6743  -0.193
4 C -1.4167 -0.6859 -2.0078  -0.238
5 C -1.7192 0.2272 -1.0055  0.129
6 N -1.9795 1.5695 -1.3011  -0.825
7 S -1.3049 2.7186 -0.2916  2.334
8 O -1.1505 3.9183 -1.0487  -0.919
9 O -2.0842 2.7912 0.9085  -0.942
10 C 0.3203 2.0262 0.0777  -0.536
11 C 0.8831 1.8580 1.3200  0.328
12 C 0.2626 2.3032 2.5938  -0.674
13 N 2.0929 1.2684 1.4656  -0.518
14 C 2.7147 0.8824 0.3994  0.294
15 S 4.2621 0.0985 0.4025  0.439
16 C 4.2218 0.0125 -1.3362  -0.408
17 C 3.1015 0.5477 -1.8398  -0.021
18 N 2.2557 1.0346 -0.8715  -0.407
19 C 0.9895 1.6319 -1.1197  0.656
20 O 0.6002 1.7393 -2.2625  -0.611
21 C -1.7372 -0.1996 0.3177  -0.281
22 C -1.4394 -1.5108 0.6536  0.083
23 C -1.4507 -1.9286 2.0921  -0.648
24 H 0.0579 -3.9031 0.6535  0.214
25 H -1.6381 -4.3327 0.4753  0.217
26 H -0.5613 -4.4128 -0.9219  0.216
27 H -0.8979 -2.7004 -2.4611  0.209
28 H -1.3968 -0.3636 -3.0378  0.216
29 H -1.8124 1.8147 -2.2673  0.429
30 H 0.4536 1.5598 3.3637  0.236
31 H 0.7389 3.2316 2.9080  0.244
32 H -0.7994 2.4828 2.4682  0.266
33 H 5.0372 -0.4309 -1.8689  0.254
34 H 2.8023 0.6362 -2.8679  0.260
35 H -1.9964 0.5113 1.0854  0.233
36 H -2.1528 -2.7467 2.2480  0.218
37 H -1.7394 -1.0965 2.7281  0.218
38 H -0.4644 -2.2767 2.3988  0.216

No. 6
A structure of composition C15H15N3O3Sn. Source: OMol25; level of theory: the ωB97M-V functional and the def2-TZVPD basis.

Total charge: +4
HOMO energy (spin up / spin down), eV: -21.9 / -21.9
Energy above the lowest of the compared OMol25 structures with the same formula, charge and spin, kJ/mol: 238.40
LUMO level (spin up / spin down), eV: -18.05 / -18.05
Multiplicity: 1
Frontier orbital gap (spin up / spin down), eV: 3.86 / 3.86

Last column: natural (NBO) charge in e.
Geometry (Å):
1 N -0.5111 1.6849 -2.9993  -0.638
2 C -0.1278 1.2461 -4.0407  0.593
3 C 0.2518 0.9279 -5.3658  -0.778
4 H -0.6977 0.8411 -5.9546  0.335
5 H 0.8208 -0.0370 -5.3564  0.303
6 H 0.8868 1.7824 -5.7176  0.339
7 N 2.3950 0.8817 1.2539  -0.587
8 C 3.2928 1.5204 1.6383  0.490
9 C 4.4331 2.2473 2.1518  -0.769
10 H 5.3553 1.6415 2.0333  0.310
11 H 4.2796 2.4768 3.2268  0.308
12 H 4.5421 3.1976 1.5865  0.303
13 N -2.3603 2.5536 -0.0859  -0.637
14 C -3.1778 2.6747 0.7763  0.592
15 C -4.2105 3.0249 1.6769  -0.779
16 H -3.8357 3.9016 2.2679  0.334
17 H -4.4267 2.1403 2.3325  0.303
18 H -5.0983 3.2943 1.0473  0.341
19 Sn -0.5587 1.3080 -0.7422  1.437
20 C -0.0210 1.5758 1.7135  0.445
21 O 0.0789 2.2214 2.6336  -0.344
22 C 1.8504 0.6925 -1.2398  0.445
23 O 2.8449 0.9275 -1.7290  -0.345
24 C 0.5612 -3.2028 -0.4634  0.108
25 C -0.8693 -3.3383 -0.5502  -0.339
26 C -1.7109 -2.9545 0.7552  -0.345
27 C -0.9724 -2.4985 1.9117  0.112
28 C 0.3972 -2.4391 1.8427  -0.087
29 C 1.1419 -2.7689 0.6999  -0.081
30 H 1.1397 -3.2453 -1.3928  0.309
31 H -1.3843 -3.2581 -1.5158  0.376
32 H -2.7486 -2.6205 0.6539  0.375
33 H -1.4818 -2.0148 2.7568  0.312
34 H 0.9579 -1.9993 2.6684  0.309
35 H 2.2204 -2.5849 0.6929  0.312
36 O -1.7262 -5.4804 0.5379  -0.065
37 C -1.5305 -4.3199 0.2952  0.701

No. 7
An isolated molecule of C15H15N3O4S. Source: OMol25; level of theory: the ωB97M-V functional and the def2-TZVPD basis.

SMILES: Cc1cc(NC(=O)CS(=O)(=O)c2cn(C)c3ccccc23)no1
HOMO energy, eV: -8.5
Energy above the lowest of the compared OMol25 structures with the same formula, charge and spin, kJ/mol: 1432.96
LUMO level, eV: 0.18
Multiplicity: 1
Frontier orbital gap, eV: 8.68

Last column: natural (NBO) charge in e.
Geometry (Å):
1 C 4.4108 3.5731 -1.4396  -0.599
2 C 3.1032 2.6502 -1.4545  0.454
3 C 2.8325 1.4356 -2.2148  -0.438
4 C 1.5765 1.2266 -1.7329  0.332
5 N 1.1051 0.1768 -2.0287  -0.607
6 C -0.4618 -0.0579 -2.1094  0.682
7 O -1.2073 0.7880 -1.7582  -0.483
8 C -0.8131 -1.5240 -2.2640  -0.752
9 S -0.0882 -2.3760 -0.9146  2.084
10 O -0.4928 -3.9474 -1.0345  -0.880
11 O 1.3761 -2.3366 -1.2749  -0.979
12 C -0.3026 -1.6447 0.5221  -0.609
13 C 0.1606 -0.4457 1.0662  0.176
14 N -0.5173 0.1115 1.9125  -0.294
15 C -0.1582 1.3666 2.5281  -0.416
16 C -1.8304 -0.7635 1.9477  0.120
17 C -2.7107 -0.5229 2.8827  -0.246
18 C -3.8747 -1.3137 2.7343  -0.203
19 C -3.5867 -2.5413 1.9162  -0.209
20 C -2.6559 -2.7879 1.0565  -0.224
21 C -1.5013 -1.8366 1.1833  -0.016
22 N 1.0397 2.2659 -0.8444  -0.296
23 O 2.2221 3.1061 -0.6725  -0.307
24 H 4.1275 4.4486 -1.9532  0.222
25 H 4.6393 3.7845 -0.5928  0.186
26 H 5.3523 3.1236 -2.0189  0.209
27 H 3.5755 1.1212 -2.8664  0.248
28 H 1.4989 -0.6046 -2.2899  0.426
29 H -1.7556 -1.7959 -2.3831  0.256
30 H -0.3706 -1.8641 -3.4264  0.287
31 H 1.1243 -0.1606 0.6175  0.243
32 H 0.2103 1.1678 3.5261  0.227
33 H 0.3572 1.8450 1.7191  0.264
34 H -1.2728 1.9985 2.5397  0.209
35 H -2.8869 0.2602 3.4182  0.219
36 H -4.7447 -1.1336 3.5759  0.236
37 H -4.6801 -3.2371 1.9466  0.204
38 H -2.8002 -3.5555 0.1810  0.273

No. 8
A structure of composition C15H15N3OsP. Source: OMol25; level of theory: the ωB97M-V functional and the def2-TZVPD basis.

Total charge: +1
HOMO energy (spin up / spin down), eV: -8.5 / -12.2
Energy above the lowest of the compared OMol25 structures with the same formula, charge and spin, kJ/mol: 13.62
LUMO level (spin up / spin down), eV: -2.42 / -6.58
Multiplicity: 5
⟨S²⟩: 6.030
Frontier orbital gap (spin up / spin down), eV: 6.07 / 5.66

Last column: Löwdin charge in e.
Geometry (Å):
1 C 0.3136 0.2166 -2.0295  -0.319
2 C -0.9124 -0.5367 -1.9585  -0.215
3 C -0.6650 -1.7523 -1.2320  -0.162
4 C 0.7340 -1.8201 -0.9124  -0.175
5 C 1.3628 -0.6018 -1.3298  -0.237
6 Os -0.1068 0.1489 -0.0333  1.124
7 P -0.5539 2.2182 0.5017  0.545
8 H 0.4998 1.1314 -2.5817  0.106
9 H -1.8661 -0.2267 -2.3715  0.114
10 H -1.4096 -2.5003 -0.9705  0.121
11 H 2.4240 -0.3698 -1.2870  0.113
12 H 1.2346 -2.6461 -0.4170  0.111
13 H -1.6046 2.4880 1.4389  -0.084
14 H -0.9927 3.0181 -0.5995  -0.075
15 H 0.5007 3.0374 1.0200  -0.070
16 N -0.3398 1.3594 10.6014  0.194
17 C -0.2233 1.0909 9.4672  -0.136
18 C -0.0929 0.7420 8.0780  -0.214
19 C -1.0173 1.2335 7.1444  -0.001
20 C -0.9302 0.8511 5.8028  0.008
21 C 0.0463 -0.0794 5.4336  -0.190
22 C 0.9927 -0.5560 6.3447  0.009
23 C 0.9384 -0.1125 7.6681  -0.004
24 N 0.0605 -0.5859 4.1172  0.010
25 C 0.6235 -1.7938 3.6946  -0.011
26 C 0.4727 -1.8638 2.3468  -0.078
27 N -0.1273 -0.6731 1.9263  -0.156
28 C -0.4187 0.0438 3.0098  -0.138
29 H -1.8098 1.9070 7.4709  0.131
30 H -1.6388 1.2310 5.0638  0.113
31 H 1.7681 -1.2506 6.0218  0.115
32 H 1.6892 -0.4490 8.3811  0.131
33 H 1.0812 -2.4849 4.3787  0.125
34 H 0.7324 -2.6477 1.6496  0.100
35 H -0.8954 1.0139 3.0230  0.092

Number 1: F_max 1.18 eV Å⁻¹, E_tot -1430.470261 a.u.. Number 2: F_max 3.61 eV Å⁻¹, E_tot -2049.309687 a.u.. Number 3: F_max 1.39 eV Å⁻¹, E_tot -1564.349371 a.u.. Number 4: F_max 1.18 eV Å⁻¹, E_tot -1339.645317 a.u.. Number 5: F_max 0.96 eV Å⁻¹, E_tot -1766.981766 a.u.. Number 6: F_max 11.70 eV Å⁻¹, E_tot -1182.982426 a.u.. Number 7: F_max 15.98 eV Å⁻¹, E_tot -1443.540688 a.u.. Number 8: F_max 5.01 eV Å⁻¹, E_tot -1176.425771 a.u..